[1]
{
  "formula": "C4H13N2O2",
  "method": "ωB97M-V with the def2-TZVPD basis set",
  "max_force_ha_per_bohr": 0.07050,
  "e_above_lowest_kj_mol": 410.2,
  "energy_ev": -11430.4855,
  "e_lumo_ha": 0.1335,
  "homo_lumo_gap_ev": 7.44,
  "charge": -1,
  "species": ["C", "C", "C", "O", "N", "C", "N", "H", "H", "H", "H", "H", "H", "H", "H", "H", "H", "H", "H", "H", "O"],
  "coordinates": [[-0.100118, -0.253683, -0.456289], [-0.194004, 0.892190, 0.500203], [-1.133049, 0.486336, 1.626800], [-2.295392, -0.050471, 1.135247], [1.030246, 0.317576, -1.776534], [2.039582, -0.712754, -1.791354], [2.951782, -0.340491, -2.856095], [0.603381, -0.979325, -0.047148], [-1.047840, -0.831982, -0.351488], [0.802941, 1.066169, 0.919102], [-0.455709, 1.838202, 0.041391], [-0.586267, -0.243768, 2.249604], [-1.283429, 1.370060, 2.262917], [0.023238, -0.206014, -1.731825], [2.589053, -0.825295, -0.840544], [1.678529, -1.745079, -1.958464], [2.584228, 0.516299, -3.224467], [3.839792, -0.109984, -2.439060], [-3.175987, 0.117974, 2.264710], [-4.131619, -0.585283, 3.305504], [-3.739358, 0.279324, 3.167792]],
  "atomic_forces_ev_per_a": [[2.1, -0.3, 2.9], [0.7, 0.2, 0.4], [-0.4, -0.1, -0.3], [-0.2, 0.0, 0.1], [-2.4, -1.0, 1.0], [0.0, -1.1, 0.2], [0.5, -0.3, 0.1], [0.0, 0.0, 0.2], [-0.4, 0.7, -1.6], [0.1, 0.1, 0.0], [-0.5, 0.0, -0.4], [0.2, -0.1, 0.3], [-0.1, 0.2, 0.2], [0.5, 0.5, -2.5], [0.0, 0.4, 0.1], [-0.3, 0.3, -0.2], [-0.1, 0.5, -0.4], [0.3, 0.1, -0.1], [-0.2, 0.2, 0.4], [-0.1, 0.0, 0.1], [0.1, -0.1, -0.4]]
}

---

[2]
{
  "formula": "C19H52CdN3O9",
  "method": "ωB97M-V with the def2-TZVPD basis set",
  "max_force_ha_per_bohr": 0.05448,
  "e_above_lowest_kj_mol": 912.2,
  "energy_ev": -47988.3489,
  "e_lumo_ha": -0.3238,
  "homo_lumo_gap_ev": 1.04,
  "charge": 1,
  "species": ["Cd", "C", "O", "H", "H", "H", "C", "O", "C", "C", "N", "C", "C", "O", "C", "H", "H", "H", "H", "H", "H", "H", "H", "H", "H", "H", "H", "H", "H", "H", "C", "O", "C", "C", "N", "C", "C", "O", "C", "H", "H", "H", "H", "H", "H", "H", "H", "H", "H", "H", "H", "H", "H", "H", "C", "O", "C", "C", "N", "C", "C", "O", "C", "H", "H", "H", "H", "H", "H", "H", "H", "H", "H", "H", "H", "H", "H", "H", "O", "H", "H", "O", "H", "H"],
  "coordinates": [[1.457059, 2.727920, -7.514130], [-0.101511, -0.335170, -4.148080], [0.717949, 0.362750, -4.986770], [-0.566681, -1.215030, -4.592580], [0.284579, -0.745160, -3.214840], [-0.946351, 0.235710, -3.762780], [-4.849081, -5.574440, -7.626550], [-3.519201, -5.901010, -7.613760], [-2.781851, -5.279990, -6.556640], [-1.472111, -6.046050, -6.510420], [-0.873351, -6.351050, -5.197720], [-1.589971, -7.499610, -4.626680], [-1.504961, -7.686230, -3.084900], [-1.891311, -6.515450, -2.464470], [-2.087871, -6.537410, -1.039680], [-5.077241, -5.768180, -8.674650], [-5.111981, -4.536130, -7.424360], [-5.398741, -6.294290, -7.020100], [-3.269521, -5.180930, -5.586870], [-2.607791, -4.272310, -6.933980], [-0.636771, -5.652960, -7.089900], [-1.612291, -6.985280, -7.045490], [-1.143641, -5.599310, -4.579720], [-1.290501, -8.425200, -5.118320], [-2.645561, -7.257970, -4.751020], [-0.543351, -8.003510, -2.681480], [-2.264341, -8.446940, -2.903890], [-1.797821, -5.578540, -0.610100], [-1.482711, -7.332910, -0.604850], [-3.120591, -6.811580, -0.824230], [3.221119, 10.537700, -1.440570], [2.333939, 9.382800, -1.274820], [2.901609, 8.192270, -1.738360], [2.165299, 6.951870, -1.302260], [0.736569, 7.256740, -1.451580], [-0.043681, 6.055640, -1.156610], [-1.552281, 6.356350, -1.241490], [-1.812001, 7.374180, -0.248590], [-3.091441, 7.958780, -0.497450], [4.152079, 10.426570, -0.884650], [2.647469, 11.420390, -1.157880], [3.567059, 10.544840, -2.474190], [3.930999, 8.166670, -1.380880], [2.895669, 8.222800, -2.827920], [2.289679, 6.877840, -0.221920], [2.582239, 6.105770, -1.848510], [0.467319, 8.094310, -0.955500], [0.219699, 5.696950, -0.161580], [0.254719, 5.245350, -1.821800], [-2.068921, 5.408350, -1.091570], [-1.762811, 6.581580, -2.286980], [-3.159181, 8.661570, -1.327870], [-3.281071, 8.592910, 0.368580], [-3.929921, 7.288570, -0.686870], [1.429439, -1.358590, 4.158610], [0.558229, -2.328900, 4.890320], [0.012819, -1.927350, 6.142300], [1.107329, -2.183110, 7.222780], [0.581919, -2.016630, 8.612070], [0.426449, -0.566200, 8.930060], [0.454509, -0.414440, 10.436180], [1.569149, -1.125210, 10.968010], [1.656269, -1.380280, 12.366410], [1.568389, -0.455760, 4.753320], [0.953489, -1.041210, 3.230790], [2.412089, -1.794600, 3.978620], [-0.847851, -2.539410, 6.412020], [-0.255691, -0.873540, 6.068330], [2.013159, -1.621100, 6.995380], [1.486669, -3.204070, 7.179890], [1.114799, -2.315160, 9.416450], [-0.597211, -0.345090, 8.627850], [1.178509, -0.009660, 8.370810], [-0.437711, -0.793220, 10.934750], [0.603139, 0.631340, 10.705160], [2.563289, -1.964140, 12.523040], [0.836389, -2.031090, 12.670280], [1.757489, -0.456780, 12.936500], [3.727339, -1.873670, -6.951160], [3.970539, -2.707380, -6.548660], [2.880739, -1.656630, -6.560780], [3.771939, 1.057660, -1.144200], [3.052059, 1.016380, -1.773730], [4.515699, 1.383310, -1.651160]],
  "atomic_forces_ev_per_a": [[-0.2, -0.4, 0.4], [-0.6, -0.6, -2.0], [-0.1, -0.4, 1.2], [0.0, -0.1, -0.6], [1.1, 0.6, 0.7], [-0.3, 0.9, 0.3], [-1.2, -0.7, -1.4], [1.5, 0.2, 1.5], [0.8, 0.1, -1.5], [1.6, -0.8, 0.0], [-0.7, -0.4, 0.4], [0.1, 0.6, 1.2], [-0.1, -0.6, -0.9], [-0.3, 2.0, 0.7], [0.2, -1.0, -0.9], [-0.8, 0.1, 0.0], [0.2, 0.1, 0.3], [-0.4, 0.3, 0.3], [-0.4, -0.5, 0.1], [0.1, 0.4, 0.4], [-0.4, 0.9, -0.2], [-0.4, -0.2, 0.2], [0.4, 0.4, 0.3], [-0.2, 0.1, -0.1], [-0.5, -0.7, -0.3], [0.3, -0.2, -0.3], [0.1, -0.5, 0.3], [-0.2, -0.1, -0.2], [0.3, 0.1, 0.1], [-0.2, 0.3, 0.1], [-0.6, -1.5, -0.4], [0.1, 1.1, 0.7], [1.1, 0.4, -0.6], [-0.9, 2.5, 0.9], [0.4, -2.3, -1.1], [-0.6, 1.2, 0.2], [1.8, -0.5, 0.5], [-1.1, -1.0, -2.1], [-0.1, 1.1, 0.7], [-0.2, 0.0, 0.6], [0.2, -0.2, -0.1], [-0.4, 0.4, -0.3], [0.3, -0.3, -0.1], [0.2, -0.1, -0.4], [0.6, -0.7, 0.3], [-0.6, -0.2, 0.1], [-0.1, 0.0, 0.1], [-0.2, -0.1, 0.5], [-0.1, 0.1, -0.3], [-0.5, 0.1, 0.7], [-0.3, 1.0, 0.1], [0.8, 0.0, -0.5], [-0.3, -0.3, 0.2], [0.3, -0.6, 0.5], [-1.2, -0.6, 1.5], [0.7, 0.6, -1.4], [1.9, -0.1, 0.3], [-0.4, -0.8, 1.5], [-0.1, 1.8, -0.9], [-1.0, -1.9, 0.0], [0.9, 0.4, 1.1], [0.7, -0.4, -0.4], [0.0, -0.1, -0.8], [0.0, 0.0, 0.2], [-0.1, -0.4, -0.1], [-0.2, -0.2, 0.0], [-0.1, 0.0, -0.4], [-0.2, 0.1, 0.3], [0.0, 0.8, 0.1], [-0.5, -0.3, -0.4], [0.8, -1.0, -0.7], [0.1, 0.8, -0.3], [0.0, 0.5, 0.3], [-0.4, 0.0, -0.3], [-0.4, 0.3, 0.0], [0.1, 0.1, -0.2], [-0.3, 0.3, 0.3], [-0.4, 0.0, 0.2], [0.1, 0.3, -0.1], [0.1, -0.3, 0.1], [-0.2, 0.0, 0.1], [-0.1, 0.0, 0.2], [-0.2, 0.0, -0.1], [0.3, 0.1, -0.1]]
}